Arrangement a

The following is a DFT calculation (the ωB97M-V functional and the def2-TZVPD basis) of C3H5N3 as an isolated structure.

Properties
E_LUMO   0.0040 Eh
HOMO   -9.8 eV
Molar mass   83.1 g/mol
Multiplicity   1
HOMO-LUMO gap   9.9 eV

Last column: natural (NBO) charge in e.
Cartesian coordinates (Å):
C1 0.874 -0.922 -0.132  -0.398
N1 -0.593 -0.172 0.805  -0.369
C2 -1.501 0.195 -0.126  0.054
N2 -1.136 1.269 -0.828  -0.216
N3 0.063 1.653 -0.396  -0.286
C3 0.406 0.777 0.560  0.092
H1 0.767 -0.666 -1.184  0.232
H2 0.469 -1.900 0.107  0.234
H3 1.905 -0.856 0.216  0.224
H4 -2.426 -0.339 -0.294  0.206
H5 1.196 0.974 1.273  0.228

Arrangement b

The following is a DFT calculation (the ωB97M-V functional and the def2-TZVPD basis) of one molecule with the formula C3H5N3.

Properties
E_LUMO   0.0286 Eh
HOMO   -9.5 eV
Molar mass   83.1 g/mol
Multiplicity   1
SMILES string   Cc1cnn[nH]1
HOMO-LUMO gap   10.3 eV

Last column: natural (NBO) charge in e.
Cartesian coordinates (Å):
C1 0.206 1.292 -0.691  -0.644
C2 0.022 -0.011 -0.076  0.108
C3 0.142 -1.315 -0.484  -0.142
N1 -0.195 -2.121 0.548  -0.233
N2 -0.517 -1.449 1.574  -0.060
N3 -0.348 -0.150 1.228  -0.352
H1 -0.299 1.386 -1.660  0.238
H2 1.273 1.463 -0.905  0.235
H3 -0.185 2.071 0.002  0.220
H4 0.480 -1.727 -1.448  0.219
H5 -0.580 0.562 1.913  0.410

Order of stability, best first: arrangement b, arrangement a

Arrangement a

The following is a DFT calculation (the ωB97M-V functional and the def2-TZVPD basis) of a 2-piece molecular cluster, C3H5N3 overall.

Properties
E_LUMO   -0.0005 Eh
HOMO   -9.3 eV
Molar mass   83.1 g/mol
Multiplicity   1
HOMO-LUMO gap   9.3 eV

Last column: natural (NBO) charge in e.
Cartesian coordinates (Å):
C1 0.077 1.356 0.808  -0.424
N1 0.503 0.841 -0.515  -0.573
C2 0.716 -0.418 -0.682  0.748
N2 1.127 -1.515 -0.879  -0.523
C3 -1.504 -1.336 0.247  -0.153
N3 -1.356 -2.406 -0.215  -0.713
H1 -0.885 0.881 1.035  0.274
H2 0.018 2.443 0.737  0.217
H3 0.822 1.074 1.553  0.222
H4 0.129 1.322 -1.327  0.439
H5 0.355 -2.241 -0.761  0.485

Arrangement b

The following is a DFT calculation (the ωB97M-V functional and the def2-TZVPD basis) of one molecule with the formula C3H5N3.

Properties
E_LUMO   0.0276 Eh
HOMO   -9.6 eV
Molar mass   83.1 g/mol
Multiplicity   1
SMILES string   [H]/N=C/[C@@H]1N=C1N
HOMO-LUMO gap   10.3 eV

Last column: natural (NBO) charge in e.
Cartesian coordinates (Å):
H1 -3.142 0.910 0.477  0.336
N1 -2.319 1.035 -0.113  -0.613
C1 -1.449 0.143 0.135  0.115
C2 -0.208 0.067 -0.675  -0.203
N2 0.412 -1.333 -0.812  -0.394
C3 1.052 -0.441 -0.191  0.386
N3 2.232 -0.177 0.390  -0.797
H2 -1.571 -0.660 0.878  0.156
H3 -0.225 0.709 -1.557  0.200
H4 2.852 -0.937 0.626  0.406
H5 2.377 0.711 0.838  0.407

Order of stability, best first: arrangement b, arrangement a

Arrangement a

The following is a DFT calculation (the ωB97M-V functional and the def2-TZVPD basis) of one molecule with the formula C4H9NO3.

Properties
E_LUMO   0.0203 Eh
HOMO   -9.5 eV
Molar mass   119.1 g/mol
Multiplicity   1
SMILES string   CC(=O)[C@@H](N)C(O)O
HOMO-LUMO gap   10.0 eV

Last column: natural (NBO) charge in e.
Cartesian coordinates (Å):
C1 1.992 -0.438 -0.392  -0.724
C2 0.771 -0.937 0.337  0.608
O1 0.873 -1.861 1.156  -0.563
C3 -0.641 -0.484 -0.154  -0.204
N1 -1.670 -1.173 0.669  -0.819
C4 -0.782 1.044 -0.074  0.371
O2 0.368 1.590 0.653  -0.727
O3 -0.818 1.641 -1.344  -0.721
H1 2.602 -1.292 -0.698  0.236
H2 2.573 0.194 0.285  0.255
H3 1.723 0.130 -1.285  0.225
H4 -0.762 -0.825 -1.189  0.223
H5 -1.374 -2.152 0.749  0.376
H6 -1.590 -0.848 1.636  0.357
H7 -1.674 1.346 0.484  0.148
H8 0.136 2.514 0.846  0.482
H9 -1.728 1.552 -1.680  0.479

Arrangement b

The following is a DFT calculation (the ωB97M-V functional and the def2-TZVPD basis) of one molecule with the formula C4H9NO3.

Properties
E_LUMO   0.0102 Eh
HOMO   -8.5 eV
Molar mass   119.1 g/mol
Multiplicity   1
SMILES string   C/C(=N/O)C(C)(O)O
HOMO-LUMO gap   8.8 eV

Last column: natural (NBO) charge in e.
Cartesian coordinates (Å):
C1 -0.917 1.639 -0.854  -0.635
C2 -0.945 0.411 0.005  0.022
N1 -1.977 0.241 0.772  -0.019
O1 -1.916 -0.659 1.738  -0.559
C3 0.215 -0.520 0.002  0.547
C4 1.504 -0.038 -0.611  -0.668
O2 0.558 -0.725 1.668  -0.818
O3 -0.178 -1.767 -0.407  -0.664
H1 -0.101 2.313 -0.581  0.211
H2 -1.861 2.164 -0.714  0.248
H3 -0.806 1.384 -1.911  0.205
H4 -0.785 -0.870 1.953  0.483
H5 2.288 -0.784 -0.474  0.214
H6 1.816 0.892 -0.146  0.244
H7 1.365 0.126 -1.678  0.238
H8 1.147 -1.479 1.793  0.477
H9 0.593 -2.330 -0.556  0.473

Order of stability, best first: arrangement a, arrangement b

Arrangement a

The following is a DFT calculation (the ωB97M-V functional and the def2-TZVPD basis) of one molecule with the formula C4H9NO3.

Properties
E_LUMO   0.0187 Eh
HOMO   -8.9 eV
Molar mass   119.1 g/mol
Multiplicity   1
SMILES string   CC[C@@H](O)C(=O)NO
HOMO-LUMO gap   9.4 eV

Last column: natural (NBO) charge in e.
Cartesian coordinates (Å):
C1 0.863 1.224 1.193  -0.626
C2 1.230 0.238 0.089  -0.443
C3 0.300 -0.404 -1.240  0.039
O1 0.474 -1.765 -1.300  -0.703
C4 -0.839 0.104 -0.407  0.631
O2 -1.420 1.156 -0.695  -0.650
N1 -1.402 -0.797 0.496  -0.372
O3 -2.812 -0.747 0.532  -0.551
H1 0.429 2.123 0.763  0.228
H2 1.765 1.495 1.747  0.223
H3 0.159 0.783 1.895  0.219
H4 1.604 -0.678 0.558  0.212
H5 2.061 0.665 -0.470  0.213
H6 0.409 0.152 -2.176  0.209
H7 1.270 -1.975 -1.818  0.488
H8 -1.088 -1.757 0.536  0.394
H9 -3.003 0.183 0.297  0.490

Arrangement b

The following is a DFT calculation (the ωB97M-V functional and the def2-TZVPD basis) of a 2-piece molecular cluster, C4H9NO3 overall.

Properties
E_LUMO (spin up / spin down)   -0.0236 / -0.0235 Eh
HOMO (spin up / spin down)   -9.1 / -9.1 eV
Molar mass   119.1 g/mol
Multiplicity   1
HOMO-LUMO gap (spin up / spin down)   8.5 / 8.5 eV

Last column: natural (NBO) charge in e.
Cartesian coordinates (Å):
C1 -0.778 1.453 -1.024  0.425
C2 -1.420 2.774 -1.162  -0.719
O1 0.367 1.285 -1.541  -0.138
O2 0.426 -0.050 -1.914  -0.527
H1 -1.233 0.658 -0.437  0.218
H2 -2.287 2.672 -1.822  0.261
H3 -0.736 3.497 -1.605  0.246
H4 -1.771 3.143 -0.198  0.246
C3 0.744 -1.286 1.509  -0.332
N1 -0.388 -1.372 0.596  -0.862
C4 1.856 -2.269 1.210  0.427
O3 2.493 -2.868 2.035  -0.517
H5 -0.813 -2.293 0.639  0.357
H6 -0.070 -1.216 -0.363  0.395
H7 2.025 -2.428 0.123  0.103
H8 1.176 -0.281 1.413  0.208
H9 0.408 -1.419 2.541  0.209

Arrangement c

The following is a DFT calculation (the ωB97M-V functional and the def2-TZVPD basis) of C4H9NO3 as an isolated structure.

Properties
E_LUMO   0.0187 Eh
HOMO   -10.4 eV
Molar mass   119.1 g/mol
Multiplicity   1
HOMO-LUMO gap   10.9 eV

Last column: natural (NBO) charge in e.
Cartesian coordinates (Å):
O1 -0.689 1.895 0.032  -0.615
C1 -0.209 0.786 0.093  0.681
N1 -0.997 -0.327 0.040  -0.643
C2 -2.419 -0.158 0.185  0.089
O2 -2.859 0.460 1.378  -0.718
C3 1.293 0.589 0.141  -0.521
C4 1.851 -0.483 -0.783  -0.154
O3 3.244 -1.000 -0.013  -0.703
H1 -0.621 -1.239 0.204  0.397
H2 -2.922 0.358 -0.632  0.177
H3 -2.790 -1.180 0.251  0.175
H4 -2.336 1.260 1.495  0.484
H5 1.733 1.545 -0.128  0.249
H6 1.653 0.318 1.133  0.265
H7 1.163 -1.312 -0.984  0.191
H8 2.165 -0.078 -1.742  0.211
H9 2.741 -1.433 -0.669  0.434

Order of stability, best first: arrangement c, arrangement a, arrangement b

Arrangement a

The following is a DFT calculation (the ωB97M-V functional and the def2-TZVPD basis) of a 2-piece molecular cluster, C4H9NO3 overall.

Properties
E_LUMO   0.0332 Eh
HOMO   -10.2 eV
Molar mass   119.1 g/mol
Multiplicity   1
SMILES string   COC(C)=O.C=NO
HOMO-LUMO gap   11.1 eV

Last column: natural (NBO) charge in e.
Cartesian coordinates (Å):
C1 0.347 2.161 -0.062  -0.269
O1 0.787 0.947 -0.657  -0.520
C2 1.062 -0.076 0.180  0.815
C3 1.645 -1.239 -0.585  -0.723
O2 1.073 0.036 1.383  -0.619
H1 0.494 2.943 -0.803  0.192
H2 -0.711 2.081 0.195  0.197
H3 0.919 2.363 0.847  0.200
H4 0.819 -1.857 -0.935  0.250
H5 2.270 -1.841 0.067  0.232
H6 2.206 -0.884 -1.444  0.234
C4 -1.711 -1.197 1.095  -0.109
N1 -1.511 -1.018 -0.132  -0.155
O3 -2.133 0.157 -0.738  -0.589
H7 -2.308 -0.529 1.711  0.180
H8 -1.224 -2.036 1.563  0.205
H9 -2.023 -0.012 -1.685  0.479

Arrangement b

The following is a DFT calculation (the ωB97M-V functional and the def2-TZVPD basis) of a 2-piece molecular cluster, C4H9NO3 overall.

Properties
E_LUMO   -0.1774 Eh
HOMO   -8.6 eV
Molar mass   119.1 g/mol
Multiplicity   1
HOMO-LUMO gap   3.8 eV

Last column: natural (NBO) charge in e.
Cartesian coordinates (Å):
O1 -0.357 1.202 1.757  -0.583
C1 0.361 1.305 0.672  -0.118
C2 0.341 -0.398 -0.117  0.146
C3 1.454 0.063 0.660  -0.307
O2 2.634 0.478 -1.641  -1.065
N1 -0.707 -1.023 0.475  -0.401
C4 -1.827 -1.418 -0.475  0.081
O3 -2.285 -0.317 -0.972  -0.487
H1 1.188 2.053 0.700  0.341
H2 0.586 -0.591 -1.159  0.307
H3 2.279 0.154 -0.045  0.351
H4 1.691 -0.295 1.651  0.264
H5 2.710 0.861 -2.520  0.442
H6 -1.069 -0.304 1.153  0.437
H7 -2.499 -2.039 0.157  0.145
H8 -1.415 -2.136 -1.213  0.178
H9 -0.220 1.735 -0.172  0.269

Order of stability, best first: arrangement a, arrangement b

Arrangement a

The following is a DFT calculation (the ωB97M-V functional and the def2-TZVPD basis) of a 2-piece molecular cluster, C4H9NO3 overall.

Properties
E_LUMO   0.0301 Eh
HOMO   -9.9 eV
Molar mass   119.1 g/mol
Multiplicity   1
SMILES string   [H]/N=C(\C)C(=O)O.CO
HOMO-LUMO gap   10.7 eV

Last column: natural (NBO) charge in e.
Cartesian coordinates (Å):
H1 -1.306 -0.646 -1.914  0.341
N1 -0.683 -0.255 -1.206  -0.593
C1 -1.168 -0.213 -0.047  0.224
C2 -2.520 -0.681 0.402  -0.683
C3 -0.334 0.391 1.056  0.774
O1 -0.236 1.583 1.253  -0.609
O2 0.180 -0.542 1.849  -0.666
H2 -3.082 0.149 0.835  0.239
H3 -3.082 -1.105 -0.432  0.222
H4 -2.395 -1.431 1.183  0.240
H5 0.755 -0.131 2.514  0.506
C4 2.491 0.263 -1.156  -0.249
O3 2.052 0.729 0.097  -0.750
H6 1.651 0.121 -1.857  0.188
H7 3.219 0.938 -1.608  0.154
H8 2.971 -0.704 -0.979  0.174
H9 1.487 1.535 0.012  0.486

Arrangement b

The following is a DFT calculation (the ωB97M-V functional and the def2-TZVPD basis) of one molecule with the formula C4H9NO3.

Properties
E_LUMO   0.0288 Eh
HOMO   -10.0 eV
Molar mass   119.1 g/mol
Multiplicity   1
SMILES string   CCO[C@H](N)C(=O)O
HOMO-LUMO gap   10.7 eV

Last column: natural (NBO) charge in e.
Cartesian coordinates (Å):
C1 -1.491 0.988 1.725  -0.633
C2 -0.735 0.774 0.439  -0.084
O1 0.397 -0.247 0.727  -0.568
C3 1.193 -0.555 -0.423  0.118
N1 1.604 0.594 -1.178  -0.843
C4 0.351 -1.554 -1.265  0.741
O2 0.619 -1.819 -2.408  -0.588
O3 -0.668 -1.998 -0.550  -0.691
H1 -2.307 1.694 1.553  0.224
H2 -1.886 0.045 2.099  0.214
H3 -0.822 1.413 2.474  0.220
H4 -1.396 0.401 -0.349  0.191
H5 -0.198 1.664 0.116  0.213
H6 2.053 -1.109 -0.018  0.205
H7 1.155 0.633 -2.086  0.383
H8 2.601 0.625 -1.325  0.381
H9 -0.470 -1.550 0.468  0.516

Arrangement c

The following is a DFT calculation (the ωB97M-V functional and the def2-TZVPD basis) of a 2-piece molecular cluster, C4H9NO3 overall.

Properties
E_LUMO   0.0285 Eh
HOMO   -10.2 eV
Molar mass   119.1 g/mol
Multiplicity   1
SMILES string   CCC(=O)NC=O.O
HOMO-LUMO gap   11.0 eV

Last column: natural (NBO) charge in e.
Cartesian coordinates (Å):
C1 -1.855 0.050 1.530  -0.601
C2 -1.573 -0.480 0.066  -0.495
C3 -0.041 -0.631 -0.019  0.704
O1 0.519 -1.707 0.016  -0.600
N1 0.787 0.502 -0.210  -0.686
C4 0.211 1.721 -0.625  0.538
O2 0.772 2.458 -1.387  -0.545
H1 -1.106 0.812 1.762  0.205
H2 -2.855 0.473 1.546  0.221
H3 -1.620 -0.786 2.176  0.223
H4 -2.042 -1.446 0.005  0.243
H5 -1.867 0.264 -0.652  0.216
H6 1.694 0.371 -0.664  0.451
H7 -0.769 1.922 -0.182  0.114
O3 3.230 -0.797 -1.052  -0.965
H8 3.730 -1.213 -1.754  0.482
H9 2.787 -1.513 -0.556  0.496

Order of stability, best first: arrangement c, arrangement b, arrangement a

Arrangement a

The following is a DFT calculation (the ωB97M-V functional and the def2-TZVPD basis) of C3H6N2O2 as an isolated structure.

Properties
E_LUMO   0.0077 Eh
HOMO   -8.6 eV
Molar mass   102.1 g/mol
Multiplicity   1
HOMO-LUMO gap   8.8 eV

Last column: natural (NBO) charge in e.
Cartesian coordinates (Å):
C1 -0.655 -0.087 1.008  -0.179
C2 0.147 1.053 -0.824  -0.265
C3 0.380 -0.291 -0.116  0.051
N1 -1.805 2.326 0.308  0.206
N2 -0.839 1.546 0.147  -0.184
O1 -1.999 3.267 -0.467  -0.454
O2 0.093 -1.370 -0.961  -0.700
H1 -1.598 -0.601 0.903  0.220
H2 -0.305 0.078 2.013  0.214
H3 1.024 1.700 -0.884  0.217
H4 -0.289 0.938 -1.819  0.229
H5 1.397 -0.380 0.290  0.171
H6 0.091 -2.189 -0.452  0.474

Arrangement b

The following is a DFT calculation (the ωB97M-V functional and the def2-TZVPD basis) of one molecule with the formula C3H6N2O2.

Properties
E_LUMO   0.0347 Eh
HOMO   -8.7 eV
Molar mass   102.1 g/mol
Multiplicity   1
SMILES string   CON1N=CCO1
HOMO-LUMO gap   9.7 eV

Last column: natural (NBO) charge in e.
Cartesian coordinates (Å):
C1 2.126 0.109 -0.920  -0.256
O1 1.120 -0.565 -0.317  -0.373
N1 0.206 0.240 0.382  0.206
N2 -0.275 -0.297 1.567  -0.220
C2 -1.566 -0.336 1.605  0.024
C3 -2.104 0.155 0.218  -0.158
O2 -0.910 0.570 -0.505  -0.397
H1 1.983 1.232 -1.140  0.192
H2 2.348 -0.200 -1.890  0.185
H3 3.072 -0.070 -0.400  0.171
H4 -2.136 -0.611 2.534  0.230
H5 -2.569 -0.571 -0.521  0.198
H6 -2.806 0.946 0.229  0.198

Arrangement c

The following is a DFT calculation (the ωB97M-V functional and the def2-TZVPD basis) of one molecule with the formula C3H6N2O2.

Properties
E_LUMO   0.0363 Eh
HOMO   -9.4 eV
Molar mass   102.1 g/mol
Multiplicity   1
SMILES string   O=C(NO)N1CC1
HOMO-LUMO gap   10.4 eV

Last column: natural (NBO) charge in e.
Cartesian coordinates (Å):
O1 -1.546 -0.878 0.906  -0.632
C1 -1.051 -0.178 -0.046  0.731
N1 -1.734 0.484 -0.994  -0.325
O2 -1.062 1.507 -1.693  -0.550
N2 0.436 0.092 -0.255  -0.520
C2 1.188 -1.043 0.167  -0.247
C3 1.164 0.183 0.906  -0.247
H1 -2.793 0.673 -0.976  0.417
H2 -0.177 1.368 -1.075  0.489
H3 2.150 -1.455 -0.350  0.218
H4 0.529 -1.782 0.644  0.234
H5 2.116 0.815 0.782  0.200
H6 0.780 0.215 1.984  0.229

Arrangement d

The following is a DFT calculation (the ωB97M-V functional and the def2-TZVPD basis) of one molecule with the formula C3H6N2O2.

Properties
E_LUMO   0.0248 Eh
HOMO   -10.2 eV
Molar mass   102.1 g/mol
Multiplicity   1
SMILES string   [H]/N=C(/NC=O)OC
HOMO-LUMO gap   10.8 eV

Last column: natural (NBO) charge in e.
Cartesian coordinates (Å):
H1 -1.202 -0.833 -1.323  0.347
N1 -1.462 -0.146 -0.623  -0.716
C1 -0.649 -0.096 0.345  0.684
N2 -0.894 0.793 1.413  -0.656
C2 -0.181 1.988 1.391  0.544
O1 -0.677 3.057 1.657  -0.557
O2 0.510 -0.759 0.544  -0.493
C3 1.002 -1.518 -0.553  -0.266
H2 -1.886 0.965 1.540  0.413
H3 0.882 1.860 1.124  0.120
H4 1.851 -2.086 -0.174  0.211
H5 1.327 -0.859 -1.366  0.189
H6 0.252 -2.221 -0.932  0.180

Order of stability, best first: arrangement d, arrangement c, arrangement a, arrangement b